Entry 1:
C19H23ClN2O3S in the gas phase, computed with the ωB97M-V functional and the def2-TZVPD basis.

The orbital gap comes out at 9.70 eV. The value obtained for the energy relative to the best compared isomer or geometry (same formula, charge and spin) is 1.46 kcal/mol. As for the SMILES: CCOCCCNC(=O)[C@H](NC(=O)Cc1cccs1)c1ccc(Cl)cc1. As for the lowest unoccupied orbital energy: 0.559 eV. The HOMO energy is -9.14 eV. Its total energy is -1931.4637 Eh.

Last column: Löwdin charge in e.
Atoms and positions in Å:
C1 -2.13674 -2.18231 3.36760  -0.08
C2 -2.71654 -1.16907 4.35394  -0.27
O1 -3.18140 0.01616 3.75208  -0.15
C3 -2.16776 0.86976 3.26720  -0.23
C4 -2.79136 2.22238 2.93717  -0.14
H1 -3.60034 2.06674 2.22108  0.12
C5 -1.76200 3.19152 2.35345  -0.17
N1 -1.27505 2.73518 1.07074  0.08
C6 -0.09737 2.10491 0.93602  -0.44
O2 0.74993 2.01552 1.79750  0.08
C7 0.05618 1.47194 -0.47628  -0.16
N2 -0.74035 0.25341 -0.50677  0.14
C8 -2.06381 0.24503 -0.73498  -0.48
O3 -2.72163 1.26165 -0.86314  0.05
C9 -2.69258 -1.14650 -0.78854  -0.10
C10 -1.73921 -2.21381 -1.19364  -0.56
C11 -1.12051 -3.14220 -0.41201  -0.14
C12 -0.22903 -3.97013 -1.13273  -0.18
C13 -0.17513 -3.65360 -2.44953  -0.41
S1 -1.21392 -2.34098 -2.84508  1.05
H2 0.40890 -4.11029 -3.22311  0.06
H3 0.34133 -4.76357 -0.68487  0.10
H4 -1.30239 -3.24458 0.64332  0.10
H5 -3.08997 -1.35772 0.20844  0.12
H6 -3.53768 -1.08712 -1.47771  0.13
H7 -0.24865 -0.62060 -0.38884  0.13
C14 1.48876 1.16536 -0.79686  -0.17
C15 2.19456 0.24867 -0.02559  -0.03
C16 3.51786 -0.03711 -0.30604  -0.09
C17 4.13998 0.59887 -1.36803  -0.67
C18 3.45433 1.52039 -2.14303  -0.10
C19 2.13199 1.80001 -1.85103  -0.02
H8 1.59635 2.51977 -2.45202  0.12
H9 3.95115 2.01269 -2.96405  0.10
Cl1 5.79112 0.24074 -1.72965  0.67
H10 4.06609 -0.74380 0.29668  0.11
H11 1.71844 -0.22774 0.81735  0.12
H12 -0.36870 2.16535 -1.21155  0.16
H13 -1.97162 2.60284 0.34132  0.11
H14 -0.89743 3.27624 3.01588  0.12
H15 -2.21530 4.17774 2.22322  0.12
H16 -3.21999 2.64553 3.84558  0.12
H17 -1.70491 0.44487 2.36428  0.11
H18 -1.37915 0.99234 4.02488  0.14
H19 -1.96370 -0.93082 5.12108  0.12
H20 -3.59565 -1.59456 4.84500  0.12
H21 -1.22564 -1.80007 2.91225  0.06
H22 -1.90198 -3.10500 3.89142  0.08
H23 -2.86537 -2.39523 2.58823  0.07

Entry 2:
C19H23ClN2O3S in the gas phase, computed with the ωB97M-V functional and the def2-TZVPD basis.

The orbital gap comes out at 9.41 eV. The value obtained for the energy relative to the best compared isomer or geometry (same formula, charge and spin) is 28.97 kcal/mol. As for the SMILES: O=S(=O)(NC[C@H](c1ccccc1)N1CCC(O)CC1)c1ccc(Cl)cc1. As for the lowest unoccupied orbital energy: 0.513 eV. The HOMO energy is -8.89 eV. Its total energy is -1931.4199 Eh.

Last column: Löwdin charge in e.
Atoms and positions in Å:
O1 1.84087 0.81210 1.81074  -0.28
S1 2.40008 -0.32703 1.14337  0.66
O2 2.44348 -1.58641 1.82930  -0.29
N1 1.64146 -0.54849 -0.33946  -0.10
H1 1.42731 -1.52832 -0.46813  0.10
C1 0.51109 0.31018 -0.61655  -0.19
H2 0.83529 1.31032 -0.33333  0.11
H3 0.29829 0.27563 -1.68791  0.14
C2 -0.74107 -0.10130 0.18693  -0.27
N2 -1.92445 0.68283 -0.15839  -0.12
C3 -1.72591 2.12249 -0.12094  -0.18
C4 -2.98083 2.84221 -0.60634  -0.12
H4 -2.82562 3.92082 -0.58184  0.12
C5 -4.18744 2.47696 0.25063  -0.41
C6 -4.32581 0.95479 0.25135  -0.12
C7 -3.02433 0.31877 0.72281  -0.18
H5 -3.12793 -0.76820 0.71710  0.12
H6 -2.81711 0.63589 1.76200  0.13
H7 -5.14352 0.64218 0.90589  0.12
H8 -4.54600 0.62207 -0.76408  0.13
O3 -5.32176 3.12293 -0.28899  -0.03
H9 -6.10423 2.82684 0.18841  0.09
H10 -4.02026 2.82535 1.28489  0.15
H11 -3.19602 2.55028 -1.63448  0.13
H12 -0.90699 2.38637 -0.78940  0.11
H13 -1.46850 2.46497 0.89731  0.14
C8 -1.00544 -1.55979 -0.11090  -0.22
C9 -1.64548 -1.91657 -1.29291  -0.04
C10 -1.85348 -3.24801 -1.60176  -0.08
C11 -1.41211 -4.23887 -0.73919  -0.09
C12 -0.76681 -3.89093 0.43469  -0.07
C13 -0.56541 -2.55693 0.75054  -0.04
H14 -0.05443 -2.29026 1.66457  0.11
H15 -0.41862 -4.65769 1.11055  0.10
H16 -1.57262 -5.27909 -0.98165  0.10
H17 -2.35885 -3.51577 -2.51823  0.10
H18 -1.99194 -1.13538 -1.95184  0.12
H19 -0.48003 0.01466 1.25617  0.15
C14 4.04922 0.08266 0.58896  -0.28
C15 4.39868 1.40828 0.42224  -0.05
C16 5.66186 1.72926 -0.04355  -0.09
C17 6.55394 0.70615 -0.33616  -0.67
C18 6.20308 -0.62675 -0.16466  -0.09
C19 4.93728 -0.93552 0.30153  -0.05
H20 4.63034 -1.95636 0.46211  0.12
H21 6.91419 -1.40520 -0.39170  0.11
Cl1 8.12766 1.09739 -0.91691  0.69
H22 5.95736 2.75784 -0.17745  0.11
H23 3.68149 2.17260 0.67470  0.12